22
Properties=species:S:1:pos:R:3:mulliken_spin:R:1 method="wB97M-V/def2-TZVPD" total_charge=+2 homo_lumo_gap_ev="9.87 / 4.86" multiplicity=2 s_squared=0.75 relative_energy_kcal_mol=26.2
C 2.0839 -0.7364 -2.7483 0.08
C 0.8447 -0.3113 -2.0360 -0.03
O 0.9455 0.6105 -1.2077 0.87
N -0.3118 -0.9836 -2.2334 0.05
H 2.7189 -0.1649 -3.4348 0.00
H 2.0701 -1.5786 -3.4790 0.02
H -1.2004 -0.7942 -1.8047 0.00
H -0.3659 -1.5118 -3.1041 0.00
H 2.7679 -1.2324 -1.9476 -0.01
C -1.3579 2.1677 1.3810 0.00
C -0.5162 -0.1499 1.7456 0.00
N -0.9336 -1.3503 2.1505 0.00
N -1.5384 0.7374 1.4903 0.00
N 0.7768 0.1023 1.6116 0.00
H -1.8814 -1.4300 2.6008 0.00
H -0.4657 -2.2431 1.9954 0.00
H -2.4021 0.2940 1.2070 0.00
H 1.1216 0.7522 0.9011 0.00
H 1.4350 -0.6480 1.8429 0.00
H -0.8818 2.5685 2.3121 0.00
H -2.3860 2.5524 1.4562 0.00
H -0.7511 2.4631 0.5023 0.00


22
Properties=species:S:1:pos:R:3:nbo_charge:R:1 method="wB97M-V/def2-TZVPD" homo_lumo_gap_ev=8.54 relative_energy_kcal_mol=33.7
C -3.2015 0.7924 -0.5723 -0.43
N -2.2026 -0.1704 -0.1926 -0.59
C -1.0196 -0.0966 -0.6641 0.58
N -0.5755 0.8294 -1.6088 -0.84
N -0.0489 -0.9545 -0.2238 -0.63
C -0.4300 -2.1610 0.4685 -0.41
H -4.1117 0.5535 -0.0236 0.20
H -2.9157 1.8246 -0.3206 0.16
H -3.4231 0.7568 -1.6455 0.18
H -1.0908 1.6929 -1.6369 0.39
H 0.4236 0.9517 -1.6673 0.37
H 0.8797 -0.9703 -0.7442 0.40
H 0.4126 -2.5076 1.0658 0.20
H -1.2689 -1.9230 1.1194 0.23
H -0.7435 -2.9576 -0.2145 0.18
H 3.2990 0.7343 -0.7343 0.27
N 2.8947 -0.1876 -0.4349 -0.33
N 2.6325 -0.2978 0.7475 -0.07
C 2.6348 0.8237 1.6313 -0.49
H 1.6049 0.9775 1.9589 0.24
H 3.0368 1.7409 1.1767 0.17
H 3.2133 0.5487 2.5154 0.23


19
Properties=species:S:1:pos:R:3:mulliken_spin:R:1 method="wB97M-V/def2-TZVPD" total_charge=-1 homo_lumo_gap_ev="2.80 / 10.02" multiplicity=2 s_squared=0.75 relative_energy_kcal_mol=21.0
C -0.1383 0.3261 1.3049 0.65
C 0.8611 -0.4277 0.3958 -0.61
C -0.0100 -1.4481 -0.4765 0.54
C 1.7701 0.3884 -0.5817 0.99
N -1.2587 -0.5667 1.8793 -0.05
H -0.5072 1.3020 0.8530 -0.18
H 0.5274 0.6304 2.1702 -0.02
H 1.4969 -1.0347 1.0693 -0.14
H -0.9992 -1.0571 -0.7808 -0.15
H -0.2091 -2.3873 0.0668 0.05
H 0.6254 -1.7038 -1.3420 -0.03
H 2.2067 1.3023 -0.0892 -0.06
H 2.6589 -0.3163 -0.9707 0.01
H 1.2100 0.6452 -1.5307 -0.30
H -0.8864 -1.0722 2.7158 -0.01
H -1.2153 -1.2504 1.1460 0.00
H -0.4988 2.2001 -2.4036 -0.09
H -1.8903 2.0318 -1.7776 -0.16
O -1.0757 1.4556 -2.0171 0.55


19
Properties=species:S:1:pos:R:3:nbo_charge:R:1 method="wB97M-V/def2-TZVPD" homo_lumo_gap_ev=6.98 relative_energy_kcal_mol=164.6
C -1.0978 0.5387 -0.3129 -0.04
N -1.0125 -0.2442 0.8755 -0.56
C 0.0911 -1.2349 0.5520 -0.28
C 1.1342 -1.2140 1.6392 -0.61
C -0.3636 1.8835 -0.2636 -0.65
H -2.2090 0.8498 -0.6053 0.21
H -0.5961 0.0483 -1.2677 0.02
H -1.8266 -0.8456 0.7859 0.36
H -0.6427 0.0405 -2.1961 0.40
H -0.3425 -2.2535 0.4905 0.18
H 1.7783 -2.0862 1.5064 0.21
H 0.5941 -1.2190 2.6069 0.21
H 1.7921 -0.3258 1.5766 0.21
H 0.0201 2.1821 -1.2611 0.22
H -0.9412 2.7392 0.1450 0.23
H 0.6275 1.8637 0.2029 0.24
H 0.4233 -0.9947 -0.4748 0.27
H 1.2249 0.4882 -2.3265 0.42
O 1.3463 -0.2164 -1.6730 -1.03


19
Properties=species:S:1:pos:R:3:nbo_charge:R:1 method="wB97M-V/def2-TZVPD" homo_lumo_gap_ev=9.30 relative_energy_kcal_mol=105.6
C 0.1569 1.7026 0.9457 -0.67
C 0.8632 0.5025 0.3735 -0.27
N -0.0031 -0.5383 -0.2583 -0.46
C 0.7339 -1.4083 -1.1341 -0.43
C -1.1400 -1.3839 0.9847 -0.41
H -0.9262 1.6116 1.0259 0.22
H 0.5488 2.1054 1.8730 0.22
H 0.1233 2.6780 0.2559 0.27
H 1.4230 -0.1668 1.0683 0.20
H 1.5467 0.7752 -0.5201 0.24
H 1.4569 -2.0925 -0.5922 0.17
H 1.2154 -0.7447 -1.9063 0.23
H 0.2091 -2.2155 -1.6586 0.22
H -1.3315 -0.4954 1.7980 0.23
H -2.0619 -1.6898 0.4987 0.21
H -0.7209 -2.3806 1.3423 0.21
H -1.3984 1.7283 -1.5524 0.44
H -0.2575 0.5402 -0.8920 0.47
O -0.4375 1.4719 -1.6519 -1.09


20
Properties=species:S:1:pos:R:3:nbo_charge:R:1 method="wB97M-V/def2-TZVPD" homo_lumo_gap_ev=10.38 smiles=C1CCNC1.O.O relative_energy_kcal_mol=0.0
C -0.8121 0.9684 0.7812 -0.43
C -0.3962 -0.3923 1.3716 -0.43
C -0.7559 -1.4368 0.3083 -0.22
N -0.8627 -0.6513 -0.9449 -0.65
C -1.4279 0.6604 -0.5839 -0.23
H 0.0705 1.6061 0.6752 0.24
H -1.5086 1.4812 1.4529 0.21
H 0.6728 -0.3923 1.5716 0.24
H -0.8928 -0.6326 2.3170 0.21
H -0.0057 -2.2263 0.1924 0.20
H -1.7043 -1.9344 0.5102 0.17
H -1.4708 -1.1386 -1.5890 0.37
H -1.1638 1.3978 -1.3456 0.21
H -2.5226 0.6114 -0.5180 0.17
O 1.6625 -0.0575 -1.7349 -1.01
H 0.7416 -0.3300 -1.4534 0.49
H 2.0133 -0.8007 -2.1920 0.47
O 2.6161 0.9963 0.7511 -0.98
H 2.3732 0.6992 -0.1540 0.50
H 3.3736 1.5720 0.5840 0.46


20
Properties=species:S:1:pos:R:3:nbo_charge:R:1 method="wB97M-V/def2-TZVPD" homo_lumo_gap_ev=8.35 smiles="C=CNCC.O.O" relative_energy_kcal_mol=63.7
C 1.4563 -0.8136 -1.5528 -0.56
C 1.4244 0.1533 -0.6825 0.03
N 0.5669 0.4517 0.4152 -0.64
C 0.5420 1.7977 1.0570 -0.22
C -0.2401 2.7326 0.1659 -0.64
H 2.3525 -1.3433 -1.8736 0.22
H 0.4769 -1.2576 -1.7596 0.19
H 2.3460 0.8350 -0.7203 0.16
H -0.3617 -0.0494 0.3596 0.40
H 0.2679 1.6674 2.0742 0.20
H 1.5125 2.1219 0.9080 0.19
H 0.3623 3.6359 -0.0892 0.22
H -0.5983 2.3237 -0.7569 0.23
H -1.2862 2.7553 0.7610 0.21
O -1.1031 -1.5660 1.6669 -0.95
H -0.1584 -1.6489 1.5866 0.48
H -1.2032 -1.7353 2.6182 0.47
O -1.8168 -2.0323 -1.3929 -0.96
H -2.2055 -2.2370 -0.4851 0.49
H -1.2095 -2.6632 -1.6461 0.47


20
Properties=species:S:1:pos:R:3:nbo_charge:R:1 method="wB97M-V/def2-TZVPD" homo_lumo_gap_ev=9.45 smiles=CNCCCO.O relative_energy_kcal_mol=22.9
C 0.6049 0.0110 -2.5605 -0.40
N 0.5121 -0.5683 -1.2527 -0.65
C -0.8427 -0.6887 -0.7513 -0.21
C -0.9349 -1.2951 0.6397 -0.43
C -0.5516 -0.3273 1.7444 -0.07
O 0.8797 -0.2509 1.9505 -0.75
H 1.6632 0.1046 -2.8221 0.20
H 0.0684 -0.5802 -3.3035 0.19
H 0.2505 1.0571 -2.6835 0.15
H 1.2752 -0.3140 -0.6546 0.37
H -1.3529 0.2803 -0.6634 0.17
H -1.3313 -1.3292 -1.4873 0.19
H -1.9372 -1.6891 0.8093 0.22
H -0.2763 -2.1653 0.7602 0.20
H -0.9925 -0.6569 2.6857 0.17
H -0.7592 0.7153 1.5245 0.20
H 1.2699 -1.1160 1.8382 0.46
O 0.1150 2.5615 0.2892 -0.94
H 0.8084 1.9482 0.5879 0.48
H 0.3925 2.7058 -0.6220 0.47


20
Properties=species:S:1:pos:R:3:nbo_charge:R:1 method="wB97M-V/def2-TZVPD" homo_lumo_gap_ev=10.17 smiles=CNC[C@H](C)O.O relative_energy_kcal_mol=24.0
C -0.2299 -1.9178 -1.4930 -0.42
N 0.2370 -0.6115 -1.0601 -0.64
C 0.4017 -0.5996 0.4048 -0.23
C 0.2487 0.8509 0.9429 0.09
C 0.6596 0.8598 2.4168 -0.65
O -1.0247 1.3939 0.6504 -0.71
H -0.4004 -1.9358 -2.5824 0.21
H -1.1773 -2.2075 -1.0274 0.20
H 0.5031 -2.6980 -1.2372 0.17
H 1.1505 -0.4130 -1.4560 0.37
H -0.2995 -1.3265 0.8602 0.20
H 1.4279 -0.9478 0.6328 0.18
H 0.8974 1.5395 0.4338 0.16
H 0.2760 1.7227 3.0248 0.21
H 0.2814 0.0026 2.9765 0.21
H 1.7134 0.9817 2.6550 0.22
H -1.2016 2.1272 1.2490 0.47
O -0.9117 1.3560 -2.5701 -0.98
H -1.8640 1.3108 -2.7124 0.46
H -0.6874 0.5126 -2.1085 0.49


20
Properties=species:S:1:pos:R:3:nbo_charge:R:1 method="wB97M-V/def2-TZVPD" homo_lumo_gap_ev=9.92 smiles=C[C@H](O)CCN.O relative_energy_kcal_mol=21.7
C 0.3403 0.0159 -2.4268 -0.65
C -0.1746 -0.2549 -1.0101 0.10
O 0.1048 0.8748 -0.1628 -0.73
C 0.5131 -1.4304 -0.3037 -0.43
C -0.4351 -2.1328 0.6724 -0.21
N -1.0729 -3.3709 0.1814 -0.84
H -0.4996 0.2920 -3.0809 0.21
H 0.6403 -0.9035 -2.9395 0.22
H 1.1032 0.7834 -2.5161 0.22
H -1.2497 -0.3799 -1.0622 0.16
H -0.1453 1.6842 -0.6423 0.46
H 0.7948 -2.1727 -1.0616 0.20
H 1.4089 -1.1060 0.2100 0.23
H 0.0529 -2.4031 1.5985 0.19
H -1.2257 -1.4010 0.8970 0.17
H -1.2607 -3.3187 -0.8188 0.34
H -1.9621 -3.5417 0.6167 0.36
O 0.8163 5.0759 2.6586 -0.93
H -0.1056 5.1640 2.9431 0.46
H 1.0838 5.9844 2.6157 0.46


20
Properties=species:S:1:pos:R:3:nbo_charge:R:1 method="wB97M-V/def2-TZVPD" homo_lumo_gap_ev=7.18 smiles="C=CCCN.O.O" relative_energy_kcal_mol=108.8
C 0.7456 -3.2197 1.2018 -0.48
C -0.1005 -2.1283 1.1966 -0.11
C 0.2844 -0.6679 1.2899 -0.46
C -0.6696 0.1650 2.1819 -0.22
N -0.4011 1.5922 2.2094 -0.82
H 1.3228 -3.6782 2.0021 0.20
H 1.1483 -3.5246 0.2273 0.22
H -1.1625 -2.2578 0.9683 0.18
H 0.0529 -0.3772 0.2667 0.22
H 1.3534 -0.6092 1.5024 0.21
H -1.6134 -0.0667 1.6764 0.18
H -0.7876 -0.1784 3.2062 0.20
H -0.1500 1.9898 1.3108 0.34
H 0.4607 1.7472 2.7049 0.35
O 1.9006 -1.7401 -1.6381 -0.96
H 2.0228 -0.7927 -1.5430 0.48
H 1.0199 -2.0264 -1.8901 0.48
O -1.7954 4.8878 -4.8020 -0.93
H -1.2481 4.5513 -4.0867 0.47
H -1.8101 4.1719 -5.4457 0.47


20
Properties=species:S:1:pos:R:3:nbo_charge:R:1 method="wB97M-V/def2-TZVPD" homo_lumo_gap_ev=9.45 smiles=CNCCOC.O relative_energy_kcal_mol=41.3
C -1.9637 0.6637 -0.2086 -0.41
N -0.5228 0.8150 -0.3639 -0.62
C 0.1907 -0.3626 -0.6866 -0.22
C 1.7145 -0.1900 -0.3619 -0.07
O 2.3663 -1.1140 -1.1880 -0.53
C 3.7789 -1.0595 -0.9632 -0.26
H -2.1278 0.3243 0.8280 0.17
H -2.4752 -0.0344 -0.8925 0.20
H -2.4128 1.6642 -0.3265 0.20
H -0.2124 1.1274 0.5650 0.34
H -0.1766 -1.2183 -0.0881 0.15
H 0.0623 -0.6197 -1.7556 0.20
H 1.9554 -0.3004 0.7129 0.16
H 1.9875 0.8394 -0.6640 0.16
H 4.3006 -0.1638 -1.3404 0.17
H 4.0525 -1.9192 -1.5977 0.20
H 4.1214 -1.2588 0.0661 0.17
O -4.7334 1.3089 2.7686 -0.94
H -5.5960 1.0134 2.3985 0.47
H -4.3093 0.4844 3.0979 0.47